Entry 1:
The following is a quantum chemistry calculation of the molecule C3H7NO2, from the Open Molecules 2025 dataset.

XYZ file:
```
13
Properties=species:S:1:pos:R:3
O 1.4683 -0.6675 1.3089
O -1.1586 -0.2018 1.5221
N 0.9154 0.5100 -0.6011
C -1.3023 -0.5280 0.1740
C 1.7495 0.0201 0.3398
C -0.5442 0.4122 -0.7629
H 2.7993 0.3037 0.1375
H -0.9665 1.4176 -0.6583
H -0.2392 -0.4500 1.7396
H -0.7238 0.0720 -1.7884
H 1.3762 1.1017 -1.2762
H -2.3681 -0.4196 -0.0698
H -1.0288 -1.5722 -0.0434
```

Properties
lowest unoccupied orbital energy: 0.64 eV
molar mass: 89.09 g/mol
HOMO level: -10.008 eV
calculated total energy: -323.74491 Ha
SMILES: O=CNCCO
Kohn-Sham gap: 10.651 eV
ΔE to the lowest compared entry with this formula, charge and spin: 22.6 kcal/mol



Entry 2:
The following is a quantum chemistry calculation of a structure of composition C4H5O3Yb in a non-equilibrium geometry, from the Open Molecules 2025 dataset.

XYZ file:
```
13
Properties=species:S:1:pos:R:3
Yb 0.0377 -1.0481 0.8712
O 2.0757 -0.4206 0.4826
O -1.9992 -1.4548 1.6116
O -0.0627 1.1484 -0.0164
C -1.8107 -1.1602 -0.7127
C 2.2958 0.8190 -0.0502
C 1.0712 1.6834 -0.0924
C -2.5252 -1.5472 0.3797
H 3.0420 1.4182 0.5233
H -3.5984 -1.8280 0.3488
H 1.1547 2.6637 -0.6001
H -2.3730 -1.0731 -1.6514
H 2.6920 0.7991 -1.0941
```

Properties
lowest unoccupied orbital energy (alpha / beta): -0.71 / -0.72 eV
molar mass: 274.12 g/mol
multiplicity: 2
HOMO level (alpha / beta): -7.088 / -7.081 eV
calculated total energy: -1539.74172 Ha
<S²>: 0.751
Kohn-Sham gap (alpha / beta): 6.380 / 6.357 eV
ΔE to the lowest compared entry with this formula, charge and spin: 21.4 kcal/mol



Entry 3:
The following is a quantum chemistry calculation of a structure of composition C36H50HgN9O3P2S in a non-equilibrium geometry, from the Open Molecules 2025 dataset.

XYZ file:
```
102
Properties=species:S:1:pos:R:3
Hg 0.8861 0.2847 0.2947
S 1.1547 5.1291 0.2117
P -0.7408 -0.9781 -1.1942
P 0.2742 0.5021 2.8256
O -0.6622 1.2365 -1.6666
O 1.1517 -2.5031 1.0104
O 1.7618 -1.2049 -2.2438
N 6.0324 2.3744 -0.8819
N 2.2573 -3.2805 -0.8158
N 6.0819 0.2736 0.0943
N -1.7376 0.5453 1.1730
N 0.7913 -1.3683 -3.2397
N 2.6317 -4.2146 1.2784
N 3.2152 0.2299 0.1420
N 1.1387 2.3868 0.5319
N -0.3428 0.9443 -2.9427
C 2.9226 0.3579 3.7843
C 0.3395 -2.0179 4.0261
C -0.8558 3.0332 3.6348
C -2.7812 3.8426 2.4465
C -1.3595 1.4273 -3.8693
C -4.0915 0.1545 0.7846
C -0.9387 -2.8760 -1.3787
C -1.7969 -3.3822 -0.2244
C -3.5720 2.3048 -4.2070
C -1.8752 1.6736 1.8810
C -3.5052 -0.8882 -1.6958
C 3.9849 -0.7852 0.6106
C -2.7383 0.0855 0.3874
C -1.2414 1.2080 -5.2591
C 1.1059 3.5455 0.3749
C 1.9786 -3.2343 0.4836
C -4.8297 -0.7317 -1.3156
C -2.8103 2.7127 1.6675
C 5.3473 -0.7693 0.5571
C 1.6031 1.0866 4.0285
C -1.4248 -3.4640 -2.7051
C -3.4710 2.0558 -5.5862
C -2.3026 1.5151 -6.0906
C -5.1103 -0.2613 -0.0399
C -0.8924 1.8671 2.8908
C -1.6194 -0.5516 4.7265
C 0.9903 1.4884 -3.2391
C -2.5220 1.9885 -3.3661
C 5.3145 1.2900 -0.3576
C 3.9378 1.2771 -0.3592
C -1.8210 4.0072 3.4417
C 1.2628 1.1252 5.5198
C 1.3545 -1.4153 -4.5743
C -0.6443 -0.9296 3.6173
C -0.3622 -0.6333 -2.9825
C -2.4678 -0.5581 -0.8457
H -0.3349 0.7929 -5.6731
H 6.9772 2.3837 -0.5183
H 1.7468 2.1174 3.6695
H -3.2786 -1.2708 -2.6835
H -1.1526 -0.9020 -3.6924
H -0.7377 -3.2182 -3.5103
H 0.2749 1.5464 5.6943
H -2.3009 -1.3819 4.9229
H -1.2216 -1.3027 2.7633
H -2.4221 -3.1216 -2.9722
H 2.4878 -4.0623 2.2671
H -1.4639 -4.5521 -2.6121
H -2.2048 0.3180 4.4304
H -1.6541 -4.4574 -0.0862
H 3.0423 -3.8450 -1.0997
H 3.7300 0.8317 4.3483
H 2.0088 -2.3855 -1.4474
H -2.8531 -3.1864 -0.4130
H -1.8035 4.9114 4.0367
H -0.0816 3.2084 4.3696
H 0.0776 -3.2428 -1.2267
H 2.8746 -0.6898 4.0736
H 0.5582 -1.2853 -5.3132
H 0.9233 -1.7202 4.8953
H -4.2963 2.2846 -6.2480
H 1.7057 0.9312 -2.6303
H 5.9311 -1.6026 0.9322
H -3.5275 2.6298 0.8609
H 3.1651 0.4005 2.7249
H 1.9984 1.7392 6.0469
H -0.1800 -2.9473 4.2675
H -1.0962 -0.3200 5.6512
H -2.2135 1.3193 -7.1543
H -2.5795 2.1407 -2.2981
H 1.8061 -2.4024 -4.7231
H -6.1384 -0.1977 0.3022
H 1.2331 1.4136 -4.2976
H 2.1388 -0.6651 -4.7410
H -5.6300 -0.9867 -1.9996
H 1.0047 -2.1998 3.1842
H -4.3137 0.5380 1.7733
H -4.4790 2.7312 -3.8040
H 5.5601 3.2572 -0.7503
H 3.3716 2.1205 -0.7331
H 3.6005 -4.3874 1.0486
H 0.9895 2.5339 -2.9352
H -3.4983 4.6379 2.2654
H 1.2909 0.1268 5.9548
H -1.4986 -2.8662 0.6870
H 3.4615 -1.6210 1.0484
```

Properties
lowest unoccupied orbital energy (alpha / beta): 4.13 / 4.13 eV
charge: -2
molar mass: 951.46 g/mol
multiplicity: 2
HOMO level (alpha / beta): 0.687 / -1.363 eV
calculated total energy: -3354.55251 Ha
<S²>: 0.762
Kohn-Sham gap (alpha / beta): 3.442 / 5.492 eV
ΔE to the lowest compared entry with this formula, charge and spin: 30.5 kcal/mol